*A*
Here is an isolated molecule of C5H10O2 from the Open Molecules 2025 dataset. Energies are from wB97M-V/def2-TZVPD.

Last column: Löwdin charge in e.
Geometry (Å):
C 2.03 1.10 -0.39  -0.10
O 0.63 0.95 -0.30  -0.15
C 0.24 -0.38 -0.47  -0.28
C 0.44 -1.31 0.74  -0.12
O -0.98 -1.44 0.93  -0.08
C -1.26 -0.61 -0.22  -0.32
C -2.10 0.60 0.09  -0.03
H 2.55 0.53 0.39  0.09
H 2.40 0.78 -1.37  0.09
H 2.24 2.16 -0.25  0.09
H 0.62 -0.78 -1.43  0.15
H 0.93 -0.83 1.59  0.12
H 0.91 -2.28 0.54  0.12
H -1.73 -1.23 -1.00  0.15
H -2.19 1.22 -0.82  0.09
H -3.10 0.30 0.41  0.08
H -1.63 1.20 0.87  0.09

Molar mass (g/mol): 102.1
HOMO (eV): -9.68
Net charge: 0



*B*
Here is a cluster of 2 separate species, C5H10O2 in total from the Open Molecules 2025 dataset. Energies are from wB97M-V/def2-TZVPD.

Last column: Löwdin charge in e.
Geometry (Å):
C -2.54 -0.26 -0.11  -0.10
C -1.26 0.49 -0.33  -0.18
C -0.19 0.42 0.45  -0.14
O 0.73 -2.20 -1.25  -0.06
C 1.09 1.20 0.22  -0.15
C 2.30 0.30 0.37  -0.25
O 2.85 -0.24 -0.56  0.04
H -2.84 -0.80 -1.02  0.08
H -2.44 -0.99 0.70  0.08
H -3.35 0.43 0.14  0.08
H 0.12 -1.46 -1.13  0.00
H -1.23 1.15 -1.20  0.11
H -0.21 -0.23 1.33  0.12
H 1.59 -1.77 -1.39  0.01
H 1.16 2.02 0.95  0.12
H 1.10 1.62 -0.79  0.12
H 2.66 0.14 1.41  0.13

Molar mass (g/mol): 102.1
HOMO (eV): -9.74
Net charge: 0



*C*
Here is an isolated molecule of C5H10O2 from the Open Molecules 2025 dataset. Energies are from wB97M-V/def2-TZVPD.

Last column: Löwdin charge in e.
Geometry (Å):
C 1.01 -1.93 -1.06  -0.11
C -0.16 -0.94 -1.01  -0.20
C -0.11 -0.12 0.29  -0.40
O 1.25 0.25 0.46  -0.05
C -1.00 1.14 0.32  -0.10
C -0.59 2.18 1.35  -0.22
O 0.31 2.09 2.15  0.04
H 1.03 -2.49 -2.00  0.07
H 1.95 -1.39 -0.95  0.07
H 0.95 -2.65 -0.23  0.08
H -0.10 -0.28 -1.88  0.11
H -1.12 -1.48 -1.09  0.11
H -0.43 -0.78 1.12  0.15
H 1.29 0.73 1.30  0.07
H -2.05 0.90 0.54  0.13
H -1.01 1.66 -0.65  0.13
H -1.20 3.11 1.33  0.12

Molar mass (g/mol): 102.1
HOMO (eV): -10.04
Net charge: 0



*D*
Here is a structure of composition C5H10O2 from the Open Molecules 2025 dataset. Energies are from wB97M-V/def2-TZVPD.

Last column: Löwdin charge in e.
Geometry (Å):
C 0.34 -0.95 -0.37  -0.23
C -0.85 0.93 0.12  -0.15
C -0.26 -1.92 0.63  -0.03
C -0.63 2.35 -0.38  -0.14
C 0.92 0.23 0.12  -0.31
O 1.85 -1.69 -0.92  -0.18
O 1.85 0.84 0.49  0.20
H 2.46 -1.83 -0.18  0.03
H -0.04 -0.92 -1.38  0.15
H -1.66 0.45 -0.42  0.09
H -1.07 0.87 1.18  0.09
H 0.27 -1.88 1.58  0.10
H -1.31 -1.71 0.81  0.08
H -0.12 -2.92 0.23  0.09
H -1.55 2.93 -0.30  0.07
H -0.33 2.36 -1.43  0.08
H 0.13 2.86 0.21  0.07

Molar mass (g/mol): 102.1
HOMO (eV): -8.52
Net charge: 0



What should be chosen as the least stable of them? Choose *D*.



*A*
Here is a cluster of 3 separate species, C5H10O2 in total from the Open Molecules 2025 dataset. Energies are from wB97M-V/def2-TZVPD.

Last column: Löwdin charge in e.
Geometry (Å):
O 0.59 0.64 3.08  -0.11
C 0.24 -0.55 3.22  -0.64
O -0.64 -1.16 2.56  -0.12
C -0.72 1.02 -2.96  0.15
C -0.49 0.84 -1.66  -0.15
C 0.54 0.10 -1.05  -0.01
C 0.79 0.17 0.37  -0.10
H 0.85 -1.19 3.90  0.10
H -1.54 1.63 -3.30  0.09
H 0.01 0.63 -3.67  0.09
H -0.84 -1.75 0.01  0.03
H -1.19 1.31 -0.96  0.13
H -1.49 -2.01 -0.28  0.08
H 1.40 -0.21 -1.65  0.14
H 1.74 0.56 0.77  0.13
H 0.03 0.81 0.82  0.09
H 0.73 -0.85 0.81  0.10

Molar mass (g/mol): 102.1
HOMO (eV): -7.88
Net charge: 0



*B*
Here is a cluster of 2 separate species, C5H10O2 in total from the Open Molecules 2025 dataset. Energies are from wB97M-V/def2-TZVPD.

Last column: Löwdin charge in e.
Geometry (Å):
C -0.59 -1.31 0.31  -0.08
C -0.56 0.06 -0.36  -0.44
C 0.90 -0.11 -0.77  -0.09
C 0.92 -1.44 0.01  -0.15
O 1.16 1.88 1.75  -0.06
C -1.55 0.96 -0.95  -0.05
O -1.01 1.20 0.35  -0.06
H -1.13 -2.07 -0.25  0.11
H 1.05 0.97 2.01  0.02
H -1.00 -1.29 1.33  0.12
H 1.52 0.71 -0.39  0.11
H 0.97 -0.25 -1.86  0.12
H 1.65 -1.44 0.83  0.11
H 1.11 -2.33 -0.60  0.10
H 0.32 2.10 1.31  0.02
H -2.61 0.75 -1.01  0.12
H -1.16 1.63 -1.71  0.12

Molar mass (g/mol): 102.1
HOMO (eV): -10.30
Net charge: 0



*C*
Here is a structure of composition C5H10O2 from the Open Molecules 2025 dataset. Energies are from wB97M-V/def2-TZVPD.

Last column: Löwdin charge in e.
Geometry (Å):
C 1.33 -0.75 1.30  -0.04
C 0.54 0.50 0.88  -0.43
O 1.25 1.31 -0.01  -0.03
C -0.85 0.16 0.37  -0.07
C -1.43 0.84 -0.73  -0.05
C -0.62 -0.50 -1.49  -0.40
O 0.47 -0.26 -2.07  -0.13
H 0.79 -1.34 2.04  0.08
H 1.54 -1.37 0.42  0.09
H 2.29 -0.44 1.73  0.09
H 0.36 1.10 1.78  0.16
H 1.27 0.84 -0.87  0.07
H -0.54 -1.22 -0.54  0.14
H -1.48 -0.44 1.04  0.15
H -0.92 1.74 -1.07  0.12
H -2.51 0.83 -0.83  0.11
H -1.49 -1.00 -1.95  0.15

Molar mass (g/mol): 102.1
HOMO (eV): -8.75
Net charge: 0



What should be chosen as the least stable of them? Choose *A*.



*A*
Here is a cluster of 2 separate species, C5H10O2 in total from the Open Molecules 2025 dataset. Energies are from wB97M-V/def2-TZVPD.

Last column: Löwdin charge in e.
Geometry (Å):
C -2.01 -0.54 0.95  0.00
C -1.05 0.32 0.20  -0.44
O -1.19 1.53 0.18  0.02
C 0.17 -0.43 -0.34  -0.29
C 1.44 0.35 -0.70  -0.10
C 2.00 -0.25 0.59  -0.15
O 0.79 -0.98 0.85  -0.09
H -2.97 -0.02 1.03  0.09
H -2.13 -1.54 0.53  0.09
H -1.56 -0.64 1.95  0.10
H -0.84 0.96 -2.13  0.09
H -0.85 1.49 -1.58  0.08
H -0.11 -1.23 -1.04  0.15
H 1.92 0.02 -1.62  0.11
H 1.32 1.43 -0.72  0.10
H 2.23 0.47 1.39  0.12
H 2.85 -0.94 0.47  0.12

Molar mass (g/mol): 102.1
HOMO (eV): -9.49
Net charge: 0



*B*
Here is an isolated molecule of C5H10O2 from the Open Molecules 2025 dataset. Energies are from wB97M-V/def2-TZVPD.

Last column: Löwdin charge in e.
Geometry (Å):
O 1.42 0.07 -0.18  -0.15
C 2.21 -1.40 -0.61  0.00
C 0.20 -0.21 0.56  -0.28
C -0.51 1.11 0.85  -0.08
C -1.66 1.12 -0.19  -0.19
O -1.33 0.10 -1.12  -0.13
C -0.77 -0.95 -0.34  -0.16
H 1.13 0.40 -1.05  0.14
H 2.97 -0.89 -1.23  -0.02
H 2.73 -1.50 0.36  -0.02
H 0.53 -0.77 1.43  0.16
H -0.89 1.15 1.88  0.12
H 0.18 1.95 0.72  0.12
H -1.75 2.06 -0.74  0.12
H -2.62 0.90 0.29  0.12
H -0.25 -1.66 -0.99  0.11
H -1.55 -1.46 0.25  0.14

Molar mass (g/mol): 102.1
HOMO (eV): -7.56
Net charge: 0



What should be chosen as the least stable of them? Choose *B*.